Here is C2H6N2O in the gas phase from the OMol25 dataset. Energies are from the ωB97M-V functional and the def2-TZVPD basis.

Summary:
Highest occupied orbital energy: -9.48 eV
SMILES string: NCNC=O
Energy above the lowest of the compared OMol25 structures with the same formula, charge and spin: 116.24 kJ/mol
Net charge: 0
Gap between HOMO and LUMO: 0.3838 hartree

The geometry in XYZ format:
```
11
Properties=species:S:1:pos:R:3:mulliken_charge:R:1
N -0.54777 0.68882 -1.59040 -0.5916
C 0.24279 0.64012 -0.35494 -0.2907
N -0.38512 -0.27074 0.59913 -0.1720
C 0.36488 -0.95178 1.50211 0.0165
O 1.48009 -1.41670 1.46564 -0.5175
H -0.04070 1.03541 -2.39379 0.2043
H -1.01232 -0.16496 -1.82385 0.2189
H 1.16255 0.10988 -0.61219 0.3132
H 0.31469 1.64238 0.05268 0.2541
H -1.37125 -0.15567 0.72654 0.2510
H -0.20783 -1.15677 2.42907 0.3137
```

---

Here is 2 unconnected molecules or ions with the total composition C2H6N2O from the OMol25 dataset. Energies are from the ωB97M-V functional and the def2-TZVPD basis.

Summary:
Highest occupied orbital energy: -9.62 eV
SMILES string: [H]/N=C/N.C=O
Energy above the lowest of the compared OMol25 structures with the same formula, charge and spin: 189.71 kJ/mol
Net charge: 0
Gap between HOMO and LUMO: 0.3800 hartree

The geometry in XYZ format:
```
11
Properties=species:S:1:pos:R:3:mulliken_charge:R:1
H 1.51794 0.85541 -0.65782 0.2448
N 1.23942 0.04358 -1.20508 -0.6680
C 1.26830 -0.98853 -0.46538 0.1013
N 1.02479 -2.25190 -0.96395 -0.4679
H 1.57828 -1.00113 0.58493 0.3142
H 0.81038 -2.30782 -1.94572 0.2549
H 0.46925 -2.86868 -0.38080 0.2239
C -1.96348 2.11953 1.24537 -0.0538
O -2.98910 1.52369 1.39589 -0.3791
H -1.68460 2.60641 0.29868 0.2193
H -1.27117 2.26944 2.09387 0.2104
```

---

Here is C2H6N2O in the gas phase from the OMol25 dataset. Energies are from the ωB97M-V functional and the def2-TZVPD basis.

Summary:
Highest occupied orbital energy: -9.35 eV
SMILES string: NCC(N)=O
Energy above the lowest of the compared OMol25 structures with the same formula, charge and spin: 94.80 kJ/mol
Net charge: 0
Gap between HOMO and LUMO: 0.3781 hartree

The geometry in XYZ format:
```
11
Properties=species:S:1:pos:R:3:mulliken_charge:R:1
N 0.47154 1.36353 -0.50506 -0.4988
C -0.48467 0.63597 0.33458 -0.4613
C 0.19868 -0.75924 0.55839 0.5106
N -0.14546 -1.49596 -0.57063 -0.3897
O 0.88302 -1.07735 1.48879 -0.5705
H 1.39703 0.96612 -0.54861 0.2454
H 0.43864 2.31024 -0.14065 0.2277
H -0.73698 1.10598 1.27311 0.3019
H -1.51383 0.49459 -0.08187 0.1992
H -0.88004 -1.18311 -1.17105 0.2053
H 0.37207 -2.36077 -0.63700 0.2302
```

---

Here is 2 unconnected molecules or ions with the total composition C2H6N2O from the OMol25 dataset. Energies are from the ωB97M-V functional and the def2-TZVPD basis.

Summary:
Highest occupied orbital energy: -8.52 eV
SMILES string: NC=O.C=N
Energy above the lowest of the compared OMol25 structures with the same formula, charge and spin: 403.35 kJ/mol
Net charge: 0
Gap between HOMO and LUMO: 0.3390 hartree

The geometry in XYZ format:
```
11
Properties=species:S:1:pos:R:3:mulliken_charge:R:1
N -2.50220 0.14711 -0.21421 -0.3815
C -1.37201 -0.13891 -0.83586 0.1643
O -0.46780 -0.75499 -0.15911 -0.5126
H -2.74278 1.17820 -0.13041 0.2292
H -3.11026 -0.63581 0.11323 0.2411
H -1.11251 0.20159 -1.95941 0.2491
C 2.00780 -0.33130 0.57183 -0.1683
N 2.87571 0.51067 1.08107 -0.5513
H 1.43664 -0.94029 1.42955 0.2072
H 2.08387 -0.64630 -0.46360 0.2966
H 2.90354 1.41003 0.56692 0.2262
```